231
Properties=species:S:1:pos:R:3 method="wB97M-V/def2-TZVPD" lumo_ev=-0.82 orbital_gap_ev=5.7 fmax_ha_per_bohr=0.230
Hf 2.49941 2.12945 -1.17684
C -0.66725 0.10789 1.54124
C -1.85836 -0.45413 1.20586
C -2.17907 -0.81458 -0.25723
O -3.32407 -1.40103 -0.51128
C -1.35447 -0.55196 -1.28047
C -0.03650 0.02848 -1.01361
C 0.33088 0.40478 0.47991
O 1.48677 0.92892 0.61514
O 0.79268 0.50857 -1.80291
O -2.58694 -0.62622 2.23369
H -0.40922 0.40056 2.54830
H -1.60744 -0.73472 -2.31440
C 5.95897 4.39407 -2.92121
C 6.31881 5.74194 -2.91022
C 5.38878 6.79594 -2.35059
O 5.68876 8.08240 -2.26681
C 4.14121 6.47531 -1.80861
C 3.78604 5.02550 -1.76080
C 4.75281 3.95133 -2.36055
O 4.34131 2.78921 -2.36648
O 2.78304 4.49533 -1.27355
O 7.43709 5.93507 -3.51131
H 6.61500 3.64521 -3.33983
H 3.50365 7.22792 -1.36874
C -0.23454 -3.83081 0.73638
O 0.43369 -2.81640 0.77000
N -1.34385 -3.98846 1.34570
N 0.07001 -4.92451 0.15316
H -1.67594 -4.92286 1.53729
H -1.62665 -3.17187 1.86847
H 0.87142 -4.81845 -0.45229
H -0.66487 -5.57942 -0.07300
C 3.00450 0.05593 -4.13220
O 2.97858 0.81773 -3.22951
N 4.15473 -0.46039 -4.46904
N 2.07338 -0.40793 -4.84087
H 4.03342 -1.11649 -5.22728
H 4.94929 -0.20861 -3.89863
H 2.33724 -1.10640 -5.52102
H 1.15480 -0.00974 -4.70758
C 6.08312 2.83637 4.25885
O 6.63835 3.83247 4.68845
N 4.81385 2.65587 4.11972
N 6.72833 1.71927 4.25214
H 4.47400 1.71299 3.99488
H 4.14894 3.41450 4.07000
H 6.18628 0.86723 4.27004
H 7.64264 1.79181 4.67507
C 1.15479 3.73405 -4.15265
O 1.65072 2.98640 -3.33057
N 0.51610 3.39963 -5.20699
N 1.35786 5.06191 -4.20687
H 0.08247 4.09447 -5.79798
H 0.26271 2.42194 -5.20982
H 0.99834 5.54392 -5.01835
H 1.94202 5.56636 -3.55543
C -0.21913 0.99269 -8.63495
O -1.31595 1.59759 -8.52081
N 0.42545 0.78001 -9.76743
N 0.61071 0.53868 -7.68381
H 1.32344 0.32407 -9.84383
H 0.00319 1.06640 -10.63908
H 1.46237 0.12588 -8.03649
H 0.39726 0.86933 -6.75364
C 5.51260 2.04640 0.72482
O 4.42297 2.19829 0.21516
N 6.06832 0.97361 1.08660
N 6.30424 3.00699 1.06432
H 7.00868 0.83928 1.42981
H 5.48629 0.18247 0.85113
H 6.01407 3.97311 1.01422
H 7.16143 2.74359 1.52903
C -0.39527 -2.42620 7.26964
O 0.22829 -1.89210 6.33513
N -0.70325 -1.92065 8.41333
N -0.76621 -3.68090 7.34261
H -1.24046 -2.47846 9.06166
H -0.32413 -1.05757 8.77592
H -1.60514 -3.88618 7.86621
H -0.46894 -4.34637 6.64341
C 3.78884 -1.19920 -0.84579
O 3.34273 -0.07159 -0.81444
N 3.07655 -2.15663 -0.31044
N 4.94604 -1.57375 -1.32888
H 3.33491 -3.12898 -0.39932
H 2.15199 -1.86894 -0.02319
H 5.26007 -2.52758 -1.22085
H 5.49202 -0.96753 -1.92427
C -1.88708 0.16657 -5.24454
O -0.74693 0.64659 -5.11719
N -2.93632 0.64053 -4.75610
N -2.17533 -1.02601 -5.71697
H -2.81309 1.53376 -4.30110
H -3.81895 0.22925 -5.02429
H -3.09346 -1.44573 -5.68589
H -1.41241 -1.68498 -5.77878
C -5.25663 -3.31333 -6.45186
O -4.67614 -2.47061 -5.78209
N -5.77604 -3.09502 -7.63555
N -5.55223 -4.50909 -5.99297
H -5.76280 -2.19336 -8.09045
H -6.32543 -3.76171 -8.15880
H -4.99103 -4.77615 -5.19684
H -6.09706 -5.17222 -6.52544
C -6.89067 -1.71914 1.10566
O -7.70167 -1.35656 1.91050
N -6.54456 -1.03224 0.14416
N -6.28737 -2.89157 1.14894
H -7.06763 -0.17201 0.06347
H -5.55829 -1.00074 -0.07116
H -6.63851 -3.54198 1.83724
H -5.55363 -3.04393 0.47180
C -0.87717 3.45879 -1.25075
O 0.26474 3.23918 -1.04027
N -1.69432 3.94815 -0.37622
N -1.40691 3.26558 -2.38663
H -2.64602 4.21639 -0.58219
H -1.41850 4.23972 0.55060
H -2.32045 3.63859 -2.60205
H -1.01636 2.70020 -3.12685
C -3.76306 -4.33108 -2.40341
O -3.92636 -5.40533 -2.99993
N -3.42741 -4.32813 -1.24222
N -4.04402 -3.18076 -2.87834
H -3.02526 -5.18489 -0.88960
H -3.00910 -3.46023 -0.93913
H -4.47151 -3.13045 -3.79202
H -3.85493 -2.37975 -2.29289
C 2.02911 3.94419 1.90363
O 2.07806 3.34368 0.87581
N 2.94281 4.64602 2.43344
N 1.05807 3.60694 2.70926
H 3.65522 5.01170 1.81792
H 2.70768 5.11491 3.29654
H 0.47808 2.85013 2.37618
H 0.76492 4.12766 3.52352
C 5.61816 -2.84908 2.78931
O 6.36338 -3.77096 2.89539
N 4.43778 -2.96765 2.19059
N 5.78488 -1.66449 3.28012
H 4.16715 -3.82300 1.72666
H 3.81705 -2.17973 2.07239
H 4.97877 -1.05856 3.33603
H 6.64590 -1.51513 3.78650
C -0.87635 1.38524 5.64423
O -0.46010 1.43872 6.74185
N -1.06934 2.44886 4.90899
N -1.16968 0.28171 4.96747
H -1.30112 2.32393 3.93391
H -0.70701 3.31863 5.27273
H -1.43618 0.32151 3.99407
H -0.87969 -0.54364 5.47222
C 2.61974 -0.34162 4.32048
O 3.57688 0.26825 3.82916
N 2.52558 -0.37346 5.65713
N 1.70782 -1.00018 3.70118
H 3.34311 -0.19113 6.22148
H 1.77227 -0.91467 6.05678
H 1.72270 -1.11923 2.69833
H 0.95723 -1.38962 4.25348
C 1.06704 -3.89751 -7.24648
C 1.62482 -2.63881 -7.92888
O 2.62285 -1.90789 -7.15158
O 0.12958 -3.79370 -6.25804
H 1.90960 -4.40361 -6.77524
H 0.67008 -4.57706 -8.00061
H 0.79519 -2.02251 -8.27525
H 2.09366 -2.91111 -8.87447
H 3.08595 -1.30978 -7.74268
H 0.57495 -3.65530 -5.41894
C -5.06973 4.77630 1.36836
C -5.23492 3.93519 0.11838
O -4.52168 4.54774 -0.98779
O -5.32614 6.14084 1.08946
H -4.04164 4.74288 1.72894
H -5.75154 4.35686 2.10815
H -6.28535 4.03241 -0.15592
H -4.94159 2.89106 0.22727
H -5.23812 4.86689 -1.54138
H -4.61024 6.39318 0.50175
C -5.08311 0.87893 4.09683
C -4.87458 2.07885 3.15055
O -3.61859 2.11865 2.53848
O -4.34828 0.98277 5.31515
H -4.82795 -0.06272 3.61076
H -6.13206 0.86966 4.39302
H -5.11322 2.97764 3.71916
H -5.62638 1.92572 2.37630
H -3.25596 1.23429 2.44891
H -3.39157 0.99265 5.23644
C -0.41417 -4.22101 -3.22217
C 0.91431 -3.54641 -2.87537
O 1.69852 -3.19858 -3.94345
O -0.23566 -5.49504 -3.88021
H -1.03163 -3.63478 -3.90276
H -1.02685 -4.12543 -2.32574
H 1.46263 -4.19794 -2.19497
H 0.71011 -2.61041 -2.35545
H 2.60623 -3.10380 -3.64567
H -1.03452 -5.76338 -4.34004
C -2.00292 5.54626 3.58294
C -0.78595 6.33720 3.95864
O 0.06089 5.51846 4.72534
O -1.83260 4.40001 2.69053
H -2.76729 6.17190 3.12205
H -2.53792 5.24292 4.48287
H -0.89651 7.26659 4.51731
H -0.24242 6.71580 3.09299
H 0.84797 6.03921 4.90122
H -2.43759 3.66852 2.83377
C 0.79538 -5.79110 4.06034
C 1.91621 -4.73443 3.96161
O 3.15864 -5.14638 4.60638
O 0.16112 -5.81838 5.34548
H 1.23975 -6.72576 3.71821
H 0.01280 -5.71508 3.30543
H 1.61576 -3.77300 4.37810
H 2.03976 -4.61725 2.88499
H 2.98934 -4.88179 5.51353
H 0.47214 -6.66299 5.67939
C -3.99237 -2.91142 5.86968
C -3.16469 -2.87102 4.55704
O -4.07256 -3.09987 3.46555
O -4.58466 -4.18489 5.91623
H -4.77555 -2.15625 5.93643
H -3.39433 -2.99643 6.77698
H -2.44426 -3.68869 4.53464
H -2.65328 -1.91382 4.45539
H -3.85984 -2.51672 2.73324
H -5.22969 -4.12502 5.20774